No. 1
Below is a cluster of 2 separate species, C3H2F2O in total, with properties calculated with the ωB97M-V functional and the def2-TZVPD basis.

Computed properties:
Charge: 0
Gap between HOMO and LUMO, eV: 10.71

Element x y z (Å)
C  -1.013  -1.770  0.076
C  -0.434  -0.740  -0.092
C  0.182  0.559  -0.152
O  -0.078  1.426  0.787
F  1.976  -0.103  0.116
F  0.475  1.092  -1.322
H  -1.203  -2.797  0.021
H  0.093  2.334  0.566

Computed natural (NBO) charges, given in elementary charges: -0.077, -0.125, 0.920, -0.611, -0.598, -0.271, 0.241, 0.521

No. 2
Below is a structure of composition C2H30NaO15, with properties calculated with the ωB97M-V functional and the def2-TZVPD basis.

Computed properties:
Charge: -1
Gap between HOMO and LUMO, eV: 7.65

Element x y z (Å)
Na  22.002  -7.447  6.376
O  20.882  -9.902  6.108
C  19.520  -9.659  6.553
C  18.898  -8.189  6.587
O  19.522  -7.007  7.033
H  19.469  -9.976  7.595
H  18.871  -10.334  5.995
H  17.897  -8.308  7.002
H  18.576  -7.988  5.566
O  19.281  -5.236  4.766
H  18.629  -4.667  5.177
H  19.354  -5.984  5.358
O  15.254  -7.494  5.980
H  16.116  -7.815  6.244
H  14.652  -7.865  6.625
O  20.274  -7.715  9.738
H  19.886  -7.468  8.898
H  19.878  -8.562  9.945
O  23.552  -10.142  5.224
H  22.614  -10.137  5.415
H  23.756  -11.060  5.044
O  16.329  -11.194  5.188
H  16.091  -11.595  4.352
H  17.203  -10.831  5.040
O  21.552  -12.830  5.801
H  21.225  -11.941  5.933
H  20.768  -13.380  5.822
O  19.362  -10.282  10.063
H  19.460  -10.949  10.742
H  19.531  -10.748  9.244
O  19.760  -4.426  7.824
H  19.691  -5.381  7.833
H  19.049  -4.141  7.250
O  21.130  -7.788  4.085
H  20.385  -7.189  4.023
H  20.784  -8.555  4.541
O  16.862  -5.891  8.206
H  16.940  -5.294  7.461
H  17.574  -6.519  8.085
O  17.533  -6.371  2.747
H  18.125  -6.151  3.465
H  18.105  -6.711  2.059
O  19.930  -12.809  8.700
H  20.600  -12.552  8.067
H  20.402  -13.328  9.351
O  22.689  -10.718  8.132
H  22.175  -11.270  8.722
H  22.103  -10.543  7.396

Computed natural (NBO) charges, given in elementary charges: 0.963, -1.092, -0.053, -0.087, -1.061, 0.111, 0.122, 0.117, 0.102, -0.979, 0.469, 0.508, -0.938, 0.473, 0.464, -1.001, 0.484, 0.483, -0.977, 0.498, 0.470, -0.936, 0.462, 0.472, -0.973, 0.500, 0.460, -0.955, 0.469, 0.493, -0.959, 0.508, 0.439, -0.988, 0.470, 0.504, -0.946, 0.455, 0.489, -0.958, 0.485, 0.457, -0.953, 0.485, 0.469, -0.962, 0.442, 0.497

No. 3
Below is an isolated molecule of C4H5NOS, with properties calculated with the ωB97M-V functional and the def2-TZVPD basis.

Computed properties:
Charge: 0
Gap between HOMO and LUMO (spin up / spin down), eV: 7.68 / 7.67

Element x y z (Å)
C  -0.633  1.111  -0.079
C  -2.097  0.898  0.174
C  0.161  0.111  -0.199
C  1.274  -0.758  -0.372
N  -2.507  -0.293  0.246
O  -1.769  -1.287  0.141
S  2.827  0.044  0.306
H  -0.383  2.156  -0.145
H  -2.769  1.724  0.276
H  1.150  -1.695  0.169
H  1.451  -0.962  -1.430
H  3.295  -1.048  0.913

Computed natural (NBO) charges, given in elementary charges: -0.364, -0.112, 0.273, -0.611, 0.055, -0.366, -0.034, 0.275, 0.215, 0.285, 0.250, 0.134

No. 4
Below is a structure of composition C53H45CdCl2GeN2O8PS, with properties calculated with the ωB97M-V functional and the def2-TZVPD basis.

Computed properties:
Charge: -2
Gap between HOMO and LUMO, eV: 4.00

Element x y z (Å)
Cd  13.093  -17.713  -4.436
O  13.318  -16.296  -8.506
C  13.176  -16.221  -7.167
O  14.087  -16.958  -6.444
C  12.084  -15.716  -6.540
C  10.870  -15.141  -7.125
C  9.933  -14.638  -6.261
C  10.002  -14.733  -4.851
C  11.015  -15.528  -4.379
N  11.976  -15.977  -5.188
C  10.961  -16.157  -3.000
O  9.877  -15.711  -2.240
O  12.081  -16.267  -2.114
H  12.940  -17.138  -8.755
H  10.720  -15.181  -8.192
H  9.001  -14.217  -6.641
H  9.149  -14.548  -4.225
H  9.123  -16.280  -2.432
O  15.828  -15.604  -5.104
N  15.146  -15.532  -3.981
C  15.737  -15.914  -2.920
C  17.176  -16.340  -3.007
C  18.240  -15.522  -2.590
C  19.541  -15.910  -2.799
C  19.845  -17.058  -3.498
C  18.802  -17.848  -3.964
C  17.461  -17.510  -3.719
P  16.074  -18.607  -4.287
C  16.356  -20.105  -3.183
C  15.291  -20.989  -3.031
C  15.430  -22.114  -2.218
C  16.615  -22.367  -1.548
C  17.707  -21.533  -1.763
C  17.554  -20.381  -2.526
C  16.713  -19.203  -5.901
C  16.817  -20.550  -6.231
C  17.231  -20.926  -7.497
C  17.487  -19.982  -8.473
C  17.336  -18.649  -8.151
C  16.989  -18.252  -6.873
H  14.852  -16.370  -5.955
H  15.205  -15.872  -1.969
H  18.017  -14.586  -2.078
H  20.310  -15.307  -2.334
H  20.864  -17.382  -3.632
H  18.970  -18.739  -4.562
H  14.344  -20.776  -3.534
H  14.585  -22.808  -2.147
H  16.746  -23.250  -0.957
H  18.665  -21.759  -1.291
H  18.380  -19.678  -2.620
H  16.604  -21.316  -5.503
H  17.373  -21.985  -7.746
H  17.774  -20.318  -9.455
H  17.525  -17.885  -8.900
H  16.950  -17.203  -6.617
Cl  13.896  -18.589  -1.107
C  15.049  -19.265  0.057
Cl  15.022  -18.425  1.618
H  16.032  -19.113  -0.369
H  14.819  -20.307  0.210
C  11.631  -17.470  -2.782
Ge  10.437  -18.744  -1.810
C  8.617  -18.405  -2.531
C  8.543  -18.211  -3.913
C  7.384  -17.712  -4.498
C  6.289  -17.385  -3.703
C  6.362  -17.557  -2.333
C  7.507  -18.067  -1.740
C  10.411  -18.608  0.179
C  10.456  -17.351  0.789
C  10.498  -17.259  2.173
C  10.502  -18.398  2.950
C  10.391  -19.635  2.356
C  10.367  -19.744  0.973
C  10.623  -20.699  -2.156
C  9.557  -21.350  -2.754
C  9.593  -22.708  -3.067
C  10.710  -23.447  -2.722
C  11.791  -22.807  -2.126
C  11.762  -21.443  -1.866
H  9.365  -18.459  -4.565
H  7.366  -17.553  -5.579
H  5.377  -16.990  -4.140
H  5.508  -17.259  -1.726
H  7.576  -18.127  -0.670
H  10.486  -16.470  0.167
H  10.524  -16.270  2.632
H  10.576  -18.292  4.022
H  10.386  -20.524  2.984
H  10.296  -20.732  0.499
H  8.678  -20.792  -3.008
H  8.724  -23.176  -3.518
H  10.716  -24.511  -2.879
H  12.641  -23.394  -1.830
H  12.645  -20.986  -1.424
C  12.016  -26.477  -6.374
C  12.049  -24.979  -6.271
C  11.051  -24.181  -6.786
C  11.124  -22.784  -6.699
C  12.217  -22.167  -6.109
C  13.252  -22.972  -5.603
C  13.168  -24.362  -5.677
S  12.316  -20.337  -6.124
O  11.986  -19.999  -7.499
O  13.661  -20.012  -5.675
O  11.353  -19.890  -5.122
H  11.245  -26.851  -7.060
H  11.895  -26.945  -5.394
H  12.985  -26.823  -6.785
H  10.225  -24.669  -7.280
H  10.348  -22.173  -7.134
H  14.139  -22.521  -5.212
H  13.976  -24.966  -5.263

Löwdin atomic charge list, values in e, 99 entries: 1.409, 0.035, -0.459, -0.156, -0.247, -0.038, -0.137, -0.094, -0.246, 0.004, -0.532, 0.013, -0.120, 0.089, 0.080, 0.082, 0.077, 0.055, -0.264, -0.133, -0.221, -0.207, -0.041, -0.119, -0.101, -0.114, -0.305, 1.117, -0.354, -0.140, -0.090, -0.107, -0.095, -0.091, -0.360, -0.091, -0.103, -0.110, -0.081, -0.085, 0.044, 0.088, 0.110, 0.091, 0.089, 0.104, 0.080, 0.083, 0.087, 0.097, 0.084, 0.093, 0.099, 0.088, 0.102, 0.102, 0.635, -0.979, 0.498, 0.012, 0.018, -0.457, 1.035, -0.289, -0.100, -0.071, -0.110, -0.114, -0.103, -0.260, -0.089, -0.101, -0.127, -0.113, -0.111, -0.268, -0.106, -0.084, -0.104, -0.101, -0.114, 0.099, 0.109, 0.091, 0.093, 0.092, 0.092, 0.098, 0.089, 0.093, 0.096, 0.081, 0.097, 0.089, 0.075, 0.060, -0.074, -0.306, -0.056

No. 5
Below is a cluster of 6 separate species, C29H58N10O4 in total, with properties calculated with the ωB97M-V functional and the def2-TZVPD basis.

Computed properties:
Charge: +4
Gap between HOMO and LUMO, eV: 9.00

Element x y z (Å)
N  -19.426  -5.819  11.397
O  -19.944  -5.382  10.322
O  -18.185  -5.845  11.610
O  -20.184  -6.180  12.298
C  -15.675  0.438  12.579
C  -17.164  0.487  12.300
N  -17.834  -0.796  12.590
C  -17.267  -1.976  13.003
C  -18.234  -2.923  13.016
N  -19.386  -2.300  12.603
C  -19.123  -1.027  12.369
C  -20.717  -2.916  12.610
H  -15.248  -0.355  11.968
H  -15.454  0.401  13.644
H  -15.233  1.381  12.255
H  -17.313  0.752  11.253
H  -17.699  1.237  12.884
H  -16.237  -2.016  13.308
H  -18.243  -3.959  13.308
H  -19.839  -0.292  12.043
H  -20.935  -3.375  11.649
H  -21.497  -2.191  12.834
H  -20.736  -3.634  13.425
C  -24.473  -0.175  4.490
C  -24.491  -1.408  5.366
N  -23.194  -2.099  5.383
C  -22.363  -2.362  4.327
C  -21.314  -3.063  4.803
N  -21.501  -3.205  6.159
C  -22.642  -2.607  6.471
C  -20.538  -3.786  7.103
H  -24.272  -0.456  3.450
H  -23.711  0.564  4.733
H  -25.456  0.289  4.458
H  -25.273  -2.083  5.023
H  -24.735  -1.123  6.389
H  -22.501  -1.979  3.331
H  -20.432  -3.423  4.305
H  -23.130  -2.588  7.431
H  -19.739  -4.210  6.498
H  -21.031  -4.595  7.633
H  -20.089  -3.056  7.768
C  -14.233  -1.867  7.527
C  -13.617  -3.242  7.527
N  -14.301  -4.166  8.454
C  -14.518  -3.944  9.797
C  -15.134  -5.038  10.291
N  -15.379  -5.876  9.227
C  -14.833  -5.338  8.148
C  -16.020  -7.192  9.295
H  -13.974  -1.284  8.410
H  -15.323  -1.930  7.475
H  -13.922  -1.326  6.635
H  -12.545  -3.309  7.716
H  -13.681  -3.698  6.535
H  -14.221  -3.031  10.280
H  -15.486  -5.236  11.287
H  -14.840  -5.728  7.142
H  -15.572  -7.827  8.536
H  -17.084  -7.058  9.109
H  -15.882  -7.628  10.277
C  -23.689  -7.166  12.170
C  -23.732  -8.614  11.774
N  -23.053  -8.911  10.502
C  -22.925  -10.176  9.981
C  -22.173  -10.053  8.863
N  -21.775  -8.742  8.783
C  -22.339  -8.061  9.784
C  -21.013  -8.155  7.698
H  -22.666  -6.844  12.383
H  -24.266  -7.019  13.081
H  -24.098  -6.489  11.416
H  -24.708  -9.102  11.732
H  -23.244  -9.206  12.557
H  -23.340  -11.055  10.439
H  -21.904  -10.761  8.098
H  -22.346  -6.989  9.872
H  -20.036  -8.643  7.653
H  -20.821  -7.103  7.875
H  -21.495  -8.340  6.740
C  -16.165  -7.771  13.993
N  -14.951  -8.152  14.794
C  -14.929  -7.280  16.027
C  -15.067  -9.597  15.145
C  -13.742  -7.960  13.920
C  -12.436  -8.516  14.475
O  -12.214  -8.042  15.785
H  -17.061  -8.148  14.477
H  -16.091  -8.320  13.054
H  -16.206  -6.704  13.808
H  -14.604  -6.292  15.715
H  -14.250  -7.679  16.766
H  -15.944  -7.277  16.417
H  -16.050  -9.792  15.573
H  -14.334  -9.872  15.895
H  -14.983  -10.171  14.225
H  -13.605  -6.888  13.767
H  -13.935  -8.468  12.978
H  -11.625  -8.228  13.799
H  -12.467  -9.612  14.443
H  -11.428  -8.482  16.131

Löwdin atomic charge list, values in e, 99 entries: -0.610, -0.105, -0.095, -0.036, -0.066, -0.151, -0.032, -0.008, 0.002, -0.067, -0.016, 0.029, 0.071, 0.096, 0.097, 0.132, 0.140, 0.129, 0.125, 0.178, 0.083, 0.108, 0.106, -0.059, -0.149, -0.030, 0.016, 0.005, -0.083, -0.024, 0.026, 0.081, 0.092, 0.098, 0.140, 0.129, 0.148, 0.141, 0.174, 0.099, 0.081, 0.101, -0.059, -0.150, -0.039, 0.002, -0.007, -0.067, -0.013, 0.033, 0.078, 0.085, 0.096, 0.143, 0.132, 0.136, 0.121, 0.178, 0.107, 0.095, 0.089, -0.069, -0.152, -0.032, 0.020, 0.008, -0.086, -0.013, 0.015, 0.064, 0.097, 0.085, 0.140, 0.140, 0.151, 0.147, 0.154, 0.104, 0.074, 0.110, 0.002, -0.355, 0.034, 0.022, -0.112, -0.228, -0.042, 0.115, 0.099, 0.100, 0.113, 0.103, 0.116, 0.118, 0.119, 0.120, 0.139, 0.132, 0.139

No. 6
Below is an isolated molecule of C3H4O2, with properties calculated with the ωB97M-V functional and the def2-TZVPD basis.

Computed properties:
SMILES: O[C@]12C[C@@H]1O2
Charge: 0
Gap between HOMO and LUMO, eV: 8.17

Element x y z (Å)
C  -0.699  0.561  0.495
C  -1.111  -0.629  -0.367
C  0.573  -0.050  0.292
O  0.265  -1.344  0.259
O  1.694  0.427  -0.286
H  -0.895  1.619  0.127
H  -0.992  0.428  1.512
H  -0.925  -0.689  -1.376
H  2.091  -0.321  -0.655

Computed natural (NBO) charges, given in elementary charges: -0.528, -0.119, 0.709, -0.530, -0.625, 0.233, 0.224, 0.143, 0.493

No. 7
Below is a structure of composition C16H16N4PtS6, with properties calculated with the ωB97M-V functional and the def2-TZVPD basis.

Computed properties:
Charge: 0
Gap between HOMO and LUMO, eV: 5.28

Element x y z (Å)
Pt  -1.017  -0.425  1.035
N  1.157  0.184  1.355
C  2.014  -0.969  1.280
C  3.382  -0.892  1.332
C  4.168  -2.051  1.208
C  3.582  -3.274  1.036
C  2.177  -3.392  1.005
C  1.500  -4.623  0.867
C  0.132  -4.641  0.882
C  -0.570  -3.441  1.053
N  0.032  -2.274  1.170
C  1.390  -2.224  1.131
H  1.385  0.794  2.132
H  1.229  0.758  0.518
H  3.855  0.074  1.459
H  5.246  -1.965  1.241
H  4.181  -4.169  0.924
H  2.068  -5.540  0.771
H  -0.415  -5.568  0.783
H  -1.651  -3.426  1.111
S  -7.992  1.415  1.247
C  -6.408  1.023  1.154
S  -5.790  -0.290  0.194
C  -4.097  -0.063  0.572
C  -3.797  0.933  1.430
S  -2.196  1.413  1.850
S  -5.163  1.841  2.047
S  -2.920  -1.075  -0.176
C  -1.614  3.274  -1.601
N  -0.222  2.970  -1.830
C  0.291  2.635  -3.149
C  1.765  2.285  -2.881
N  1.859  2.381  -1.426
C  0.713  2.894  -0.874
S  0.529  3.281  0.725
H  -2.235  2.588  -2.180
H  -1.848  4.301  -1.893
H  -1.827  3.145  -0.541
H  0.186  3.488  -3.825
H  -0.263  1.796  -3.574
H  2.444  2.978  -3.379
H  2.008  1.275  -3.212
H  2.731  2.580  -0.972

Computed natural (NBO) charges, given in elementary charges: 0.545, -0.846, 0.120, -0.203, -0.196, -0.175, -0.105, -0.105, -0.258, 0.097, -0.476, 0.210, 0.422, 0.430, 0.226, 0.226, 0.222, 0.224, 0.236, 0.239, -0.076, -0.561, 0.454, -0.452, -0.432, -0.115, 0.461, -0.129, -0.418, -0.402, -0.213, -0.227, -0.625, 0.289, -0.272, 0.208, 0.198, 0.263, 0.200, 0.205, 0.198, 0.201, 0.412

No. 8
Below is a cluster of 2 separate species, C2H6O3S in total, with properties calculated with the ωB97M-V functional and the def2-TZVPD basis.

Computed properties:
Charge: 0
Gap between HOMO and LUMO, eV: 9.85

Element x y z (Å)
C  -2.642  -0.655  0.326
C  1.774  1.182  -0.052
O  0.171  -0.703  0.518
O  1.780  -1.072  -1.303
O  -2.231  0.467  0.200
S  1.762  -0.707  0.074
H  -2.448  -1.274  1.205
H  -0.456  -0.353  -0.141
H  -3.074  -1.212  -0.583
H  1.925  1.512  1.050
H  2.647  1.309  -0.769
H  0.793  1.507  -0.526

Computed natural (NBO) charges, given in elementary charges: 0.285, -0.834, -0.934, -0.967, -0.520, 1.529, 0.132, 0.498, 0.111, 0.229, 0.232, 0.239

Calculated max |F| (Eh/bohr), listed in the same order as above: 0.073 0.046 0.048 0.038 0.023 0.062 0.030 0.076